Record 1
The following is a DFT calculation (the ωB97M-V functional and the def2-TZVPD basis) of a cluster of 2 separate species, C6H8N2O2 in total.

The frontier orbital gap comes out at 9.4851 eV. The value obtained for the total energy is -13420.9061 eV. The calculation puts the highest occupied orbital energy at -9.20 eV. The energy above the lowest of the compared OMol25 structures with the same formula, charge and spin is 149.1 kcal per mole. The structure (SMILES) is C=CC=C=[N+]([O-])O.CC#N.

```
18
Properties=species:S:1:pos:R:3:forces:R:3
C 2.56627 -1.74103 0.49662 -0.1 0.0 0.0
C 1.29814 -1.60807 0.12844 0.2 -0.2 -0.3
C 0.32456 -0.87130 0.91842 -0.1 0.1 0.2
C -0.88980 -0.62650 0.51397 -0.1 -0.5 0.0
N -1.90974 -0.54611 -0.22039 -0.5 -0.5 0.4
O -2.20053 0.33047 -1.04416 -0.3 0.6 -0.7
O -2.90671 -1.53001 0.00016 0.4 -0.4 0.4
H 3.28351 -2.27036 -0.10699 0.1 -0.1 -0.1
H 2.93078 -1.32761 1.42301 0.0 0.1 0.2
H 0.94665 -2.01945 -0.80788 0.0 -0.1 -0.1
H 0.65793 -0.49085 1.87471 -0.1 0.2 0.1
H -3.67510 -1.25376 -0.52811 0.4 0.5 -0.1
C 0.11319 2.35487 -0.89413 0.2 0.1 -0.7
C -0.43481 2.26557 0.42833 -0.1 0.2 0.3
N -0.84574 2.21003 1.49419 -0.2 0.0 0.5
H 0.20712 3.40140 -1.18185 0.1 0.0 0.0
H 1.09159 1.87850 -0.91098 0.1 0.0 -0.1
H -0.55731 1.84422 -1.58335 0.1 0.0 0.0
```
Forces are in eV/Å.

Here are the Löwdin charges for atoms 1 to 4, given in e: C 0.03; C -0.17; C -0.07; C 0.01

=====

Record 2
The following is a DFT calculation (the ωB97M-V functional and the def2-TZVPD basis) of a cluster of 10 separate species, C28H78F3N12O12S in total at a distorted geometry.

The frontier orbital gap comes out at 8.0958 eV. The value obtained for the total energy is -91736.1411 eV. The calculation puts the highest occupied orbital energy at -6.14 eV. The energy above the lowest of the compared OMol25 structures with the same formula, charge and spin is 178.1 kcal per mole. As for the net charge: -1.

```
134
Properties=species:S:1:pos:R:3:forces:R:3
C 1.40267 -0.71558 0.28573 -0.1 -2.5 1.8
F 0.52443 -0.09687 -0.46613 -0.1 0.4 -0.5
F 2.26226 -1.43025 -0.50364 -0.3 1.3 0.4
F 2.05759 0.18870 1.04681 0.0 -0.5 -0.9
S 0.54716 -2.03709 1.45959 -1.3 -2.3 1.5
O 0.03829 -1.29516 2.60397 0.4 0.9 -0.6
O -0.54802 -2.67147 0.69771 1.5 1.1 -0.3
O 1.55812 -3.02369 1.90164 0.0 1.4 -1.3
C 2.29103 -5.79223 7.41122 0.3 -0.6 2.1
O 2.52277 -6.25343 8.49684 -0.8 -1.5 2.4
N 1.10964 -5.60768 6.85189 -3.4 -0.2 -0.4
N 3.26922 -5.35386 6.71008 3.4 2.4 -4.5
H 0.94868 -5.30718 5.90115 0.2 -0.1 0.3
H 0.31744 -5.97411 7.36007 0.2 0.1 -0.2
H 4.25147 -5.34727 6.94511 -0.6 -0.2 0.4
H 2.98393 -4.83977 5.88884 0.8 0.0 -0.1
C 5.74790 -7.45946 1.62025 5.8 -2.6 -1.5
O 6.67553 -8.26914 1.43562 0.6 1.2 0.0
N 5.80859 -6.14112 1.51034 0.3 2.9 0.0
N 4.60040 -7.92243 1.86175 -7.0 -0.5 1.5
H 5.06548 -5.58170 1.90398 0.2 0.0 -0.2
H 6.64503 -5.64242 1.24246 -0.1 -0.5 0.2
H 4.30082 -8.87936 1.98277 0.8 0.3 -0.2
H 3.88685 -7.20897 1.81791 -0.6 -0.7 0.2
C -6.24401 -4.98827 -1.41465 -3.1 -1.1 -1.6
O -7.39752 -5.07486 -1.78566 -1.5 0.4 -0.9
N -5.94072 -5.16842 -0.16983 2.5 -0.1 3.6
N -5.24132 -4.88033 -2.25966 3.0 0.6 -2.4
H -6.59146 -5.51170 0.52212 0.2 0.2 -0.5
H -4.94214 -5.25815 -0.04781 -0.3 -0.2 1.1
H -5.39625 -4.85241 -3.25731 -0.4 0.1 0.5
H -4.27042 -4.77075 -2.00384 -0.3 0.0 0.2
C 3.52787 1.53231 7.29431 1.2 0.7 0.5
C 2.29852 2.38232 7.44689 1.4 -0.5 -1.1
C 2.15195 3.45648 6.38039 0.7 0.1 0.1
O 3.34363 4.30056 6.26893 -1.8 -0.4 -0.1
C 3.10316 5.31769 5.33052 0.1 1.0 -0.7
N 1.22730 1.50550 7.19651 -3.2 -1.2 0.2
H 4.41820 2.13842 7.46171 0.4 -0.1 -0.5
H 3.45534 1.05875 6.31524 0.6 0.0 0.0
H 3.57541 0.76978 8.07173 -0.3 -0.2 0.0
H 2.26607 2.85226 8.42984 -0.2 0.0 0.1
H 1.18498 3.88199 6.64881 0.2 1.4 0.2
H 1.89778 3.04529 5.40344 0.6 -0.5 -0.3
H 3.95357 5.97369 5.14457 0.5 -0.2 0.9
H 2.27543 5.97269 5.60242 -0.2 0.0 0.3
H 2.91653 5.03155 4.29544 -0.4 -1.0 0.0
H 1.00508 1.35354 6.22305 0.1 0.5 -0.2
H 1.32105 0.55647 7.52918 0.3 0.2 0.6
C 7.43806 2.95384 -1.72482 0.7 1.4 0.8
C 7.13572 4.47877 -1.92798 0.7 -1.3 -0.3
C 8.01143 5.45076 -1.07895 0.4 -0.6 0.3
O 7.60552 5.36219 0.26577 -0.6 0.0 1.8
C 8.16567 6.30195 1.22893 0.3 0.4 -2.6
N 7.23579 4.84114 -3.38033 -0.3 0.1 1.7
H 6.66685 2.27354 -2.08612 0.0 0.3 -0.3
H 7.46183 2.85289 -0.63977 0.2 -0.4 0.1
H 8.41589 2.70703 -2.13839 0.0 -0.2 0.0
H 6.11386 4.44838 -1.54988 -0.2 1.1 -0.1
H 8.02062 6.45441 -1.50403 -0.8 0.3 0.0
H 9.07810 5.22748 -1.05757 0.3 -0.7 -0.6
H 7.62535 7.23462 1.06681 -0.4 0.1 0.8
H 9.15968 6.59027 0.88702 0.5 -0.3 0.1
H 8.26694 5.97035 2.26232 -0.7 -0.4 -0.3
H 6.31596 5.21785 -3.55946 0.1 0.0 -0.9
H 7.36886 3.97551 -3.88341 -0.3 0.1 -0.3
C -8.63667 -1.17704 10.99190 1.0 -0.4 -1.3
C -7.80697 -2.30694 10.29770 -0.9 0.4 1.0
C -6.62064 -1.77872 9.44393 -1.1 -2.6 2.8
O -7.16471 -1.15918 8.40396 -1.2 2.1 -2.8
C -6.22630 -0.37288 7.71129 0.5 0.9 0.7
N -7.38587 -3.23362 11.32991 0.7 -0.7 0.5
H -9.29596 -1.58275 11.75925 -0.2 0.0 -0.2
H -9.16650 -0.72838 10.15161 -0.4 0.4 0.4
H -7.99019 -0.43255 11.45655 0.1 0.0 0.0
H -8.53379 -2.87706 9.71909 0.1 0.4 -1.0
H -6.07559 -2.65526 9.09364 0.7 -0.2 0.3
H -6.03271 -1.13466 10.09786 0.4 0.1 0.0
H -6.67689 0.52272 7.28353 -0.4 -0.4 -0.4
H -5.60299 -0.91278 6.99849 -0.2 -0.2 -0.2
H -5.56725 0.04581 8.47185 0.5 0.1 0.0
H -7.09317 -4.09018 10.88186 0.7 -0.2 -0.2
H -8.22540 -3.58207 11.77023 -0.3 0.3 0.5
C -5.54570 2.15863 -0.99970 -1.2 0.7 0.3
C -5.64872 3.64704 -0.60397 -1.8 -0.3 -0.4
C -4.36429 4.13107 -0.05713 1.5 -0.8 1.0
O -4.27603 5.50570 0.15668 -0.3 0.1 -0.3
C -2.98097 5.96195 0.58223 -1.9 -0.2 -0.9
N -6.06975 4.56722 -1.68099 1.1 -0.5 0.0
H -4.92867 1.58372 -0.30916 0.6 0.1 -0.5
H -5.34163 2.13471 -2.07016 0.7 -0.4 0.2
H -6.51449 1.67649 -0.86901 -0.3 0.1 -0.2
H -6.42784 3.80480 0.14181 0.1 -0.6 0.7
H -3.54601 3.77406 -0.68248 0.3 0.1 -0.4
H -4.24104 3.63512 0.90565 0.2 -0.3 0.3
H -2.78100 5.54745 1.57031 0.3 0.4 0.2
H -3.21915 7.02162 0.49011 1.2 0.2 0.7
H -2.23004 5.64055 -0.13950 0.2 0.1 0.0
H -7.06804 4.52321 -1.82784 -0.1 0.1 0.1
H -5.82102 5.39441 -1.15754 -0.6 1.1 -0.9
C -2.23871 3.68537 -6.79679 -1.4 -0.2 0.2
C -1.18112 3.26855 -7.79952 -1.2 1.5 -2.0
C -1.19366 4.30610 -9.01945 1.6 0.2 0.3
O -2.33288 4.34297 -9.83046 -1.3 -0.4 2.5
C -2.22854 4.57392 -11.17618 1.4 -1.0 -0.8
N 0.11180 3.22582 -7.16409 0.3 -0.3 -0.4
H -1.97995 4.59201 -6.24984 0.3 0.0 0.0
H -2.48281 2.90596 -6.07497 0.5 -0.2 0.3
H -3.23292 3.87320 -7.20222 0.1 0.1 -0.6
H -1.40588 2.30114 -8.24862 -0.1 -0.2 0.2
H -0.30488 4.26349 -9.64902 0.3 -1.3 -0.3
H -0.94843 5.29885 -8.64208 -0.8 0.6 0.8
H -2.09849 3.61643 -11.68058 -0.8 -0.4 -0.4
H -1.24206 4.96859 -11.41948 -0.2 1.2 -0.1
H -3.10910 5.10620 -11.53589 0.4 0.2 -0.1
H 0.43103 4.16792 -6.98906 0.1 0.2 0.2
H -0.08657 2.79166 -6.27401 0.6 0.0 0.3
C 2.04309 -4.74072 -8.11896 1.7 -1.6 -0.4
C 2.63490 -4.50332 -9.56920 -1.9 -1.5 2.3
C 1.97640 -5.38488 -10.64338 0.2 -0.3 -1.3
O 2.10823 -6.79817 -10.56139 0.4 -0.1 0.5
C 1.78885 -7.54489 -11.73149 -0.5 -0.2 0.6
N 2.33918 -3.12925 -9.83425 -0.1 1.0 -1.3
H 1.00095 -4.49654 -7.91298 0.0 0.4 -0.6
H 2.71234 -4.24360 -7.41676 -0.2 0.3 0.1
H 2.13317 -5.79825 -7.87074 0.0 -0.2 0.1
H 3.70861 -4.68517 -9.61576 0.0 -0.1 0.4
H 2.49633 -5.08250 -11.55241 0.0 0.2 -0.5
H 0.92358 -5.15327 -10.80469 -0.3 0.3 0.4
H 2.13914 -7.09654 -12.66120 0.3 0.0 0.1
H 0.72679 -7.76261 -11.84430 -0.6 0.8 0.1
H 2.12568 -8.57167 -11.58875 0.9 0.3 0.0
H 1.87546 -2.71526 -9.03822 0.1 0.1 0.0
H 1.64487 -3.13778 -10.56771 -0.1 0.6 -0.3
```
Forces are in eV/Å.

Here are the Löwdin charges for atoms 1 to 4, given in e: C -0.63; F 0.14; F 0.08; F 0.10

=====

Record 3
The following is a DFT calculation (the ωB97M-V functional and the def2-TZVPD basis) of an isolated molecule of C18H21N3O5 at a distorted geometry.

The frontier orbital gap comes out at 8.6558 eV. The value obtained for the total energy is -33712.4285 eV. The calculation puts the highest occupied orbital energy at -8.07 eV. The energy above the lowest of the compared OMol25 structures with the same formula, charge and spin is 78.6 kcal per mole. The structure (SMILES) is CN1CCN(C(=O)COCc2cc(-c3ccc4c(c3)OCO4)on2)CC1.

```
47
Properties=species:S:1:pos:R:3:forces:R:3
C -5.29731 -3.82676 3.41432 0.0 0.0 0.0
N -4.44878 -2.66822 3.24619 0.0 0.0 -0.1
C -3.10422 -3.03210 2.84059 0.1 0.2 0.2
C -2.22003 -1.78306 2.81883 0.1 -0.6 0.0
N -2.78294 -0.81113 1.91159 -0.2 0.0 0.4
C -2.28481 -0.42483 0.72142 0.4 0.1 -0.2
O -2.90865 0.27714 -0.05434 0.0 0.0 -0.3
C -0.86740 -0.89251 0.36236 0.0 0.0 -0.2
O 0.10096 -0.69039 1.37076 0.1 0.0 -0.1
C 0.37386 0.66912 1.63344 -0.1 0.2 0.4
C 1.14938 1.33125 0.54056 0.3 0.3 -0.5
C 2.05343 0.72646 -0.36231 0.2 0.6 -0.4
C 2.50323 1.77295 -1.13306 -0.5 -0.9 0.8
C 3.44183 1.84221 -2.23468 0.3 0.1 -0.3
C 4.06562 0.68804 -2.70328 -0.2 0.2 0.2
C 4.97124 0.72515 -3.75679 0.2 0.2 -0.3
C 5.22901 1.95195 -4.32130 -0.4 0.4 0.3
C 4.60630 3.11514 -3.85646 0.2 -0.6 -0.1
C 3.71217 3.09124 -2.81964 0.2 0.0 -0.2
O 5.04220 4.18345 -4.59054 -0.3 0.0 0.4
C 5.95434 3.66307 -5.53281 0.6 0.7 -0.9
O 6.06536 2.26604 -5.35343 -0.1 -0.5 0.2
O 1.90713 2.90203 -0.70552 0.7 -0.1 -0.7
N 1.07492 2.61927 0.31847 -0.9 -0.2 1.0
C -4.14204 -0.45850 2.26904 -0.4 0.1 -0.2
C -5.01009 -1.71437 2.30543 0.1 0.2 0.1
H -6.27564 -3.50181 3.76457 -0.1 -0.1 0.0
H -4.85878 -4.48271 4.16493 0.0 -0.1 0.0
H -5.42998 -4.39808 2.48204 0.0 0.0 0.0
H -2.70322 -3.74630 3.56319 0.0 0.0 0.0
H -3.09465 -3.50501 1.84012 0.0 0.0 0.0
H -1.20205 -2.03680 2.53416 -0.1 0.0 0.1
H -2.20827 -1.34504 3.82298 0.1 -0.1 0.0
H -0.87648 -1.96885 0.16523 0.0 0.1 0.0
H -0.59138 -0.36884 -0.56203 -0.1 -0.1 0.1
H 0.97169 0.66921 2.55109 -0.1 0.1 -0.1
H -0.54736 1.23718 1.81418 0.1 0.0 0.0
H 2.31023 -0.30963 -0.41269 0.1 -0.2 -0.1
H 3.84330 -0.25942 -2.24071 0.0 -0.1 0.1
H 5.45366 -0.16646 -4.11968 0.1 -0.1 0.0
H 3.23191 3.98542 -2.46161 -0.1 0.1 0.0
H 6.94110 4.13169 -5.39062 -0.2 -0.1 0.0
H 5.59508 3.87563 -6.55233 0.0 -0.1 0.3
H -4.51597 0.24784 1.52697 0.0 -0.1 0.1
H -4.13442 0.00828 3.25873 0.0 0.0 0.0
H -6.01681 -1.45040 2.63574 0.0 0.0 -0.1
H -5.07666 -2.13855 1.28686 0.0 0.0 0.0
```
Forces are in eV/Å.

Here are the Löwdin charges for atoms 1 to 4, given in e: C -0.10; N -0.23; C -0.18; C -0.12

=====

Record 4
The following is a DFT calculation (the ωB97M-V functional and the def2-TZVPD basis) of a cluster of 2 separate species, C3H11N3O2 in total.

The frontier orbital gap comes out at 10.1529 eV. The value obtained for the total energy is -11855.4064 eV. The calculation puts the highest occupied orbital energy at -9.48 eV. The energy above the lowest of the compared OMol25 structures with the same formula, charge and spin is 7.6 kcal per mole. The structure (SMILES) is NCCNC(N)=O.O.

```
19
Properties=species:S:1:pos:R:3:forces:R:3
N -0.85725 1.67066 1.46813 0.4 0.4 -0.2
C 0.42383 0.96075 1.38949 0.0 -0.2 0.4
C 0.62195 0.40385 -0.00903 0.9 -0.1 0.2
N -0.25965 -0.68764 -0.31773 -0.2 -0.3 -0.2
C 0.01543 -2.03031 -0.47531 -0.2 0.7 0.2
N 1.33545 -2.38136 -0.47214 0.4 -0.3 -0.1
O -0.89815 -2.81346 -0.64344 0.0 -0.4 -0.3
H -1.59189 1.08879 1.83903 0.0 0.1 0.2
H -0.76876 2.52636 2.00639 -0.3 -0.3 0.0
H 0.47785 0.16173 2.13690 0.0 -0.2 -0.1
H 1.26610 1.61086 1.64282 -0.2 0.3 -0.2
H 0.52916 1.23675 -0.69914 -0.3 0.0 -0.3
H 1.65781 0.06850 -0.13884 -0.2 0.0 0.1
H -1.25149 -0.54042 -0.40124 0.0 0.2 0.2
H 1.55206 -3.34563 -0.66935 -0.2 0.1 0.2
H 2.00577 -1.87311 0.07170 0.0 0.1 -0.1
O -1.34796 1.60373 -2.51918 -0.1 -0.6 0.3
H -1.46250 0.64693 -2.64742 0.1 0.4 -0.2
H -1.44777 1.69301 -1.56165 0.0 0.3 -0.1
```
Forces are in eV/Å.

Here are the Löwdin charges for atoms 1 to 4, given in e: N 0.00; C -0.27; C -0.22; N 0.06